No. 1
Density functional theory data (the ωB97M-V functional and the def2-TZVPD basis) for a cluster of 7 separate species, C48H109BNO6PS in total in a non-equilibrium geometry.

Structure (SMILES): CCCO[C@@]1(CCCCCN)OC(=O)O[C@@]1(CB(O)O)[PH2]=S.CCCCCC.CCCCCC.CCCCCC.CCCCCC.CCCCCC.CCCCCC
Spin multiplicity: 1
Total energy in eV: -86116.037
Charge: 0

Geometry as XYZ:
```
167
Properties=species:S:1:pos:R:3:forces:R:3:mulliken_charge:R:1
C -5.322 -3.312 -0.063 0.44 -0.42 -0.23 -0.7662
C -4.390 -2.014 -0.434 0.68 -0.67 0.80 0.0832
C -2.945 -2.245 0.369 -1.14 1.86 0.95 -0.5479
O -2.430 -3.620 0.230 0.78 1.59 0.74 0.0266
C -0.987 -3.698 0.549 -1.44 -0.98 -0.43 0.6348
C -0.283 -3.345 -0.886 0.84 0.23 -0.79 -0.1045
C 0.874 -4.395 -1.379 1.13 1.01 0.28 0.6829
C 1.478 -3.901 -2.852 -0.16 -0.11 0.60 -0.5043
C 0.449 -4.155 -4.103 0.52 -0.10 -0.74 -0.5348
C -0.491 -5.492 -3.973 0.24 -0.29 -1.93 -0.5186
N -1.913 -5.200 -3.501 -0.02 -0.25 -0.66 -0.4796
O -0.723 -2.867 1.736 -0.68 -0.92 1.97 -0.3967
C -1.205 -3.518 2.999 0.30 0.17 1.97 0.4687
O -1.265 -3.037 4.244 0.30 -3.45 -9.35 -0.5735
O -1.546 -4.892 2.499 0.49 2.49 1.42 -0.4194
C -0.841 -5.190 1.208 1.16 1.29 1.86 0.1503
C 0.645 -5.663 1.804 1.16 0.70 -0.57 -0.6574
B 0.497 -6.711 3.096 -0.39 -1.14 1.54 0.6562
O 0.690 -6.207 4.502 -2.86 -1.23 -2.57 -0.5412
O 0.135 -8.143 2.981 -1.21 3.40 1.61 -0.5286
P -1.667 -6.651 0.248 0.53 -1.06 -0.66 0.1445
S -0.370 -8.038 -0.296 -0.27 0.56 0.03 -0.3601
H -6.470 -3.095 -0.003 2.26 -0.26 -0.31 0.0867
H -4.996 -3.710 1.013 -0.67 0.74 -2.45 0.2943
H -5.111 -4.140 -0.896 -0.59 1.62 2.10 0.1261
H -4.931 -1.038 -0.037 1.48 -1.90 -0.81 0.0757
H -4.130 -1.897 -1.569 -0.85 -0.33 2.05 0.2705
H -2.159 -1.412 0.064 -1.46 -1.91 0.38 0.0584
H -3.195 -2.031 1.517 0.61 -0.58 -2.34 0.2111
H -1.143 -3.374 -1.709 1.70 -0.03 2.10 0.1194
H 0.194 -2.256 -0.941 -1.06 -2.30 0.51 0.1055
H 0.527 -5.513 -1.373 0.53 2.15 -0.14 -0.2081
H 1.800 -4.312 -0.632 -2.03 -0.25 -1.48 -0.2145
H 2.521 -4.453 -3.011 -2.38 1.09 0.20 0.3322
H 1.711 -2.744 -2.789 -0.41 -2.35 -0.06 0.0652
H -0.194 -3.178 -4.340 1.19 -2.18 0.70 0.2546
H 1.119 -4.312 -5.079 -1.45 0.38 2.13 0.3790
H -0.603 -5.945 -5.071 0.60 0.91 2.19 0.3377
H 0.057 -6.322 -3.346 -1.34 1.74 -0.93 0.1674
H -2.245 -4.282 -3.882 0.65 -1.15 0.36 0.1968
H -2.590 -5.913 -3.901 1.33 1.08 0.66 0.2711
H 1.209 -4.710 2.250 -1.46 -1.77 -1.07 0.0920
H 1.345 -6.082 0.965 -1.54 0.66 1.50 0.2704
H -0.213 -6.426 4.928 2.26 0.55 -0.50 0.2727
H -0.499 -8.291 3.766 1.76 -0.13 -1.58 0.2576
H -2.289 -6.209 -1.005 0.07 0.34 1.54 0.0680
H -2.638 -7.298 1.125 0.39 1.22 -0.54 0.1551
C -6.074 4.661 -2.017 0.03 0.19 0.10 -1.1935
C -4.981 4.029 -2.865 -0.07 -0.08 -0.14 -0.3597
C -5.104 2.507 -2.979 0.13 -0.05 -0.07 -1.0091
C -4.983 1.736 -1.659 -0.14 0.08 0.08 -0.1169
C -3.687 1.967 -0.879 -0.12 -0.13 0.00 -0.0371
C -2.443 1.521 -1.631 0.20 0.10 0.04 -1.1391
H -6.031 4.316 -0.980 -0.05 0.03 -0.07 0.2686
H -5.961 5.750 -2.009 -0.09 -0.11 0.05 0.3670
H -7.065 4.426 -2.419 0.07 0.00 0.07 0.3640
H -4.000 4.305 -2.465 -0.02 -0.05 -0.03 0.1478
H -5.034 4.457 -3.874 0.08 -0.06 0.10 0.3849
H -4.344 2.146 -3.682 -0.06 0.00 0.06 0.3245
H -6.073 2.263 -3.433 0.08 0.03 0.04 0.4555
H -5.081 0.665 -1.877 0.02 0.07 0.02 0.0458
H -5.833 1.989 -1.012 0.06 -0.03 -0.07 0.3772
H -3.745 1.403 0.060 -0.03 0.10 -0.03 0.3137
H -3.590 3.021 -0.600 -0.05 -0.05 0.00 -0.0243
H -2.503 0.459 -1.890 0.00 0.06 -0.04 0.1527
H -1.555 1.668 -1.008 -0.04 -0.05 -0.12 0.3002
H -2.300 2.094 -2.552 0.00 -0.10 0.06 0.3995
C 2.016 -0.635 0.795 -0.07 0.14 0.01 -1.2027
C 2.971 -0.794 -0.378 0.02 -0.13 0.00 -0.2792
C 4.021 -1.887 -0.162 0.11 0.04 -0.15 -0.0060
C 4.979 -1.656 1.012 -0.14 0.00 0.17 -0.9862
C 5.776 -0.351 0.965 0.03 -0.17 0.06 0.0025
C 6.705 -0.255 -0.236 0.06 0.18 -0.09 -0.7777
H 2.540 -0.320 1.702 -0.08 -0.05 -0.05 0.4661
H 1.263 0.125 0.566 0.01 -0.09 0.11 0.3391
H 1.495 -1.575 1.005 0.05 0.09 0.08 0.1233
H 3.453 0.165 -0.592 0.02 -0.06 -0.03 0.3336
H 2.385 -1.049 -1.270 0.10 0.05 0.00 0.2409
H 4.600 -2.004 -1.086 -0.02 -0.02 0.07 0.3669
H 3.509 -2.845 -0.006 0.02 0.07 0.00 -0.1493
H 5.681 -2.499 1.054 -0.04 0.08 0.00 0.2364
H 4.415 -1.689 1.953 0.05 -0.02 -0.11 0.4246
H 6.381 -0.282 1.876 -0.12 0.02 -0.03 0.5021
H 5.102 0.512 0.977 -0.03 -0.06 0.03 -0.1800
H 7.413 -1.089 -0.250 -0.06 0.05 -0.04 -0.0029
H 7.280 0.676 -0.193 -0.01 -0.11 -0.08 0.3663
H 6.149 -0.257 -1.178 0.08 -0.02 0.06 0.2552
C 9.544 -3.305 1.007 -0.16 0.11 0.04 -0.8026
C 10.142 -3.392 -0.388 0.06 -0.16 -0.04 -0.2993
C 11.628 -3.762 -0.390 0.05 0.01 -0.16 -0.8332
C 12.557 -2.760 0.303 -0.08 -0.01 0.19 -0.6852
C 12.509 -1.331 -0.243 0.12 -0.07 0.09 -0.2781
C 12.944 -1.226 -1.696 -0.06 0.16 -0.14 -1.1869
H 10.013 -2.513 1.599 -0.05 -0.09 -0.01 0.2649
H 8.474 -3.083 0.945 0.09 -0.03 0.11 -0.0017
H 9.662 -4.253 1.543 0.01 0.10 -0.01 0.3779
H 9.982 -2.447 -0.917 0.05 -0.04 0.00 0.1980
H 9.595 -4.157 -0.953 0.08 0.11 0.00 0.3671
H 11.952 -3.901 -1.428 0.00 0.01 0.09 0.3252
H 11.750 -4.739 0.095 -0.03 0.08 -0.04 0.3682
H 13.586 -3.134 0.227 -0.08 0.05 0.00 0.3861
H 12.327 -2.733 1.376 0.03 -0.02 -0.11 0.3060
H 13.175 -0.707 0.364 -0.12 -0.05 0.00 0.3461
H 11.504 -0.910 -0.130 0.03 -0.04 0.03 0.1944
H 13.961 -1.609 -1.828 -0.11 0.00 -0.02 0.2916
H 12.933 -0.180 -2.018 0.04 -0.14 -0.04 0.3748
H 12.276 -1.783 -2.360 0.10 0.04 0.03 0.2793
C -5.656 10.284 1.426 -0.17 0.03 -0.13 -1.1857
C -5.371 8.922 2.040 0.07 0.00 0.16 -0.2724
C -3.902 8.723 2.421 0.01 -0.16 0.05 -0.6888
C -2.907 8.773 1.257 -0.03 0.19 -0.05 -0.8348
C -3.158 7.766 0.132 0.14 0.08 0.03 -0.3619
C -3.057 6.318 0.585 -0.09 -0.16 -0.08 -0.6985
H -5.118 10.422 0.483 -0.04 0.04 0.09 0.2797
H -6.725 10.386 1.216 0.13 0.08 0.00 0.3750
H -5.368 11.089 2.110 0.01 -0.05 -0.09 0.2930
H -5.700 8.134 1.354 0.05 0.01 0.04 0.1933
H -5.982 8.815 2.945 0.07 -0.06 -0.10 0.3442
H -3.803 7.764 2.944 0.02 0.08 -0.04 0.3037
H -3.618 9.492 3.151 -0.04 -0.06 -0.06 0.3866
H -1.899 8.611 1.659 -0.08 0.00 -0.05 0.3601
H -2.899 9.783 0.829 0.00 -0.10 0.06 0.3351
H -2.415 7.935 -0.656 -0.11 0.04 0.04 0.3947
H -4.138 7.940 -0.326 0.04 0.04 0.03 0.1671
H -2.071 6.111 1.015 -0.11 0.00 0.00 0.3261
H -3.201 5.646 -0.268 0.02 -0.01 0.12 -0.0296
H -3.818 6.074 1.331 0.09 -0.01 -0.04 0.2934
C -12.882 -1.545 -0.529 -0.11 0.19 0.03 -1.1955
C -11.928 -1.704 -1.702 0.00 -0.16 -0.07 -0.3662
C -10.877 -2.797 -1.486 0.11 0.01 -0.13 -0.7425
C -9.919 -2.566 -0.312 -0.14 0.01 0.15 -0.6955
C -9.122 -1.261 -0.359 0.03 -0.14 0.07 -0.5130
C -8.194 -1.164 -1.560 0.06 0.19 -0.11 -0.7840
H -12.359 -1.230 0.378 -0.08 -0.05 -0.05 0.2824
H -13.636 -0.784 -0.758 0.04 -0.11 0.11 0.3803
H -13.404 -2.484 -0.319 0.06 0.08 0.03 0.2901
H -11.445 -0.745 -1.916 0.02 -0.07 0.00 0.2434
H -12.513 -1.959 -2.594 0.12 0.05 0.05 0.3645
H -10.299 -2.913 -2.410 -0.03 -0.01 0.08 0.2946
H -11.389 -3.755 -1.330 0.03 0.09 -0.01 0.4163
H -9.218 -3.409 -0.270 -0.04 0.07 0.00 0.2915
H -10.484 -2.599 0.629 0.06 -0.02 -0.11 0.3608
H -8.517 -1.192 0.552 -0.10 0.02 -0.02 0.3345
H -9.797 -0.398 -0.347 0.01 -0.06 0.03 0.4141
H -7.485 -1.999 -1.574 -0.09 0.09 -0.08 0.2185
H -7.619 -0.234 -1.517 0.00 -0.11 -0.08 0.0431
H -8.750 -1.167 -2.502 0.08 -0.02 0.06 0.3846
C 6.228 3.772 0.104 0.18 0.03 -0.10 -1.2556
C 6.360 3.338 1.555 -0.10 -0.11 0.06 0.0228
C 5.133 3.681 2.405 0.06 -0.04 0.16 -0.5566
C 4.819 5.176 2.535 -0.04 0.04 -0.20 -0.8859
C 5.946 6.037 3.109 -0.16 0.04 -0.01 -0.3631
C 6.328 5.660 4.532 0.19 0.04 0.10 -1.1844
H 6.141 4.858 0.013 -0.03 -0.10 -0.03 0.4198
H 7.112 3.461 -0.463 -0.13 0.06 -0.02 0.3899
H 5.350 3.313 -0.363 0.04 0.06 0.01 0.1920
H 7.263 3.780 1.990 -0.06 -0.01 0.02 0.3785
H 6.506 2.252 1.581 0.02 0.16 0.07 -0.0985
H 5.267 3.249 3.404 -0.03 0.04 -0.07 0.3755
H 4.255 3.180 1.977 0.07 0.02 0.02 0.2557
H 3.930 5.286 3.168 0.08 0.00 -0.04 0.4026
H 4.538 5.574 1.552 0.01 -0.06 0.10 0.3116
H 5.617 7.083 3.105 0.05 -0.09 -0.08 0.3756
H 6.831 5.990 2.467 -0.07 -0.01 -0.01 0.2221
H 5.464 5.735 5.202 0.09 -0.05 -0.05 0.2911
H 7.104 6.337 4.905 -0.09 -0.12 0.04 0.3752
H 6.722 4.641 4.589 -0.06 0.09 0.04 0.2825
```
Forces are in eV/Å.

No. 2
Density functional theory data (the ωB97M-V functional and the def2-TZVPD basis) for the molecule C9H10INO2 in a non-equilibrium geometry.

Structure (SMILES): N[C@H](Cc1ccc(I)cc1)C(=O)O
Spin multiplicity: 1
Total energy in eV: -23174.784
Charge: 0

Geometry as XYZ:
```
23
Properties=species:S:1:pos:R:3:forces:R:3:mulliken_charge:R:1
N 1.403 0.398 5.313 12.04 -3.69 -4.18 -0.7494
H 2.277 1.009 5.280 -2.01 -0.64 1.20 0.2683
H 0.678 0.775 5.593 -8.63 5.26 3.87 0.1404
C 1.243 0.075 3.896 -0.31 -1.26 1.65 0.2902
H 2.341 -0.174 3.478 -2.88 -0.03 0.75 0.2589
C 0.651 1.305 3.181 -3.39 -3.29 -0.30 -1.0372
C 0.285 1.029 1.793 12.52 -6.87 2.14 0.5429
C -0.652 1.263 1.073 -11.33 6.10 -0.86 0.2186
C -0.930 1.017 -0.228 -5.25 2.02 -3.87 -0.1369
C -0.082 0.414 -1.050 1.54 -2.82 0.90 -0.1311
C 1.031 -0.273 -0.381 1.14 3.03 2.79 -0.7520
C 1.422 0.065 0.982 -6.53 2.38 -3.28 -0.5684
H 2.398 -0.003 1.294 1.98 -0.81 0.91 0.4350
H 1.742 -0.705 -1.042 0.58 -0.72 -0.14 0.3380
I -0.323 -0.022 -3.074 -0.21 0.25 0.19 0.0938
H -2.047 1.466 -0.621 3.53 -1.34 0.89 0.1501
H -1.523 2.021 1.632 2.11 -2.20 -1.47 -0.0305
H -0.313 1.634 3.630 1.11 0.40 0.44 0.4109
H 1.425 1.920 3.041 2.69 3.37 0.60 0.3684
C 0.142 -1.185 3.989 8.58 2.86 8.67 0.3015
O -0.368 -1.447 3.062 -7.02 -3.59 -9.28 -0.2661
O 0.190 -1.960 5.191 -1.22 0.84 -2.64 -0.5110
H 0.885 -1.550 5.683 0.98 0.75 1.02 0.3655
```
Forces are in eV/Å.

No. 3
Density functional theory data (the ωB97M-V functional and the def2-TZVPD basis) for the molecule C3H6N2O2S in a non-equilibrium geometry.

Spin multiplicity: 1
Total energy in eV: -21116.640
Charge: 0

Geometry as XYZ:
```
14
Properties=species:S:1:pos:R:3:forces:R:3:mulliken_charge:R:1
C 0.836 1.344 -0.531 -1.07 -0.83 -0.59 0.3305
C 0.927 0.091 -1.348 1.92 -1.55 -1.91 -0.3776
C -0.437 -0.381 -0.931 -1.91 3.41 1.75 -0.3502
N -0.390 0.930 0.055 0.46 -0.33 -1.35 -0.0478
N -0.872 0.904 2.601 2.04 2.41 -0.67 -0.6308
O 1.558 2.287 -0.509 -0.01 0.96 0.86 -0.5808
O -2.662 0.588 0.971 -1.23 -0.10 -0.60 -0.5417
S -1.600 1.550 1.158 1.97 -1.61 0.84 0.5818
H 1.211 0.192 -2.457 -0.78 0.04 1.65 0.2967
H 1.702 -0.576 -0.911 -0.31 0.42 -0.25 0.2005
H -1.338 -0.196 -1.542 0.81 -0.43 -0.16 0.2465
H -0.579 -1.201 -0.273 0.24 -1.09 0.06 0.2592
H -0.826 -0.092 2.437 0.01 -0.38 -0.06 0.3045
H 0.149 1.285 2.566 -2.14 -0.91 0.43 0.3092
```
Forces are in eV/Å.

No. 4
Density functional theory data (the ωB97M-V functional and the def2-TZVPD basis) for the molecule C5H8O in a non-equilibrium geometry.

Spin multiplicity: 1
Total energy in eV: -7356.660
Charge: 0

Geometry as XYZ:
```
14
Properties=species:S:1:pos:R:3:forces:R:3:mulliken_charge:R:1
C 1.521 0.767 -0.211 -0.02 -0.12 0.00 -1.1904
C 0.064 0.744 0.171 0.20 -0.11 0.38 -0.2641
C -1.396 -0.128 -0.676 0.92 0.60 -0.01 -0.2449
C -0.633 -1.381 -0.251 0.17 -0.13 0.00 -0.5366
C -0.568 -0.406 0.925 0.27 -0.18 0.62 -0.1498
O -1.945 0.022 0.635 -0.05 0.13 0.11 -0.4008
H 1.850 -0.156 -0.697 -0.05 0.10 0.06 0.2678
H 1.772 1.610 -0.866 -0.14 -0.16 0.10 0.3525
H 2.120 0.883 0.704 -0.02 -0.03 -0.13 0.3137
H -0.322 1.717 0.501 0.02 -0.26 -0.07 0.5263
H -0.970 0.756 -1.169 -1.18 0.03 -1.16 0.4228
H 0.273 -1.641 -0.799 -0.03 0.05 0.19 0.2008
H -1.278 -2.249 -0.085 0.04 0.20 -0.16 0.2427
H -0.343 -0.636 1.975 -0.13 -0.14 0.07 0.4600
```
Forces are in eV/Å.

HOMO / eV: -8.47, -8.65, -9.82, -7.92
E_LUMO / eV: 0.28, 0.37, 0.66, 1.04